# 1
DFT (ωB97M-V with the def2-TZVPD basis set) results for a molecular structure, C54H49BrClLaN11O3P2S3 at a distorted geometry.

Last column: Mulliken charge in e.
Cartesian coordinates (Å):
La: -0.13 1.10 0.17  2.619
S: 2.64 1.28 1.12  -0.533
C: 3.25 2.50 0.03  -0.276
N: 4.53 2.59 -0.25  -0.615
N: 5.35 1.74 0.34  0.407
C: 6.60 1.47 -0.14  0.574
C: 7.40 0.51 0.50  -0.511
C: 8.65 0.21 -0.01  -0.513
C: 9.13 0.85 -1.14  -0.511
C: 8.35 1.81 -1.76  -0.514
C: 7.10 2.13 -1.27  -0.308
N: 2.49 3.39 -0.64  -0.904
N: 1.25 3.18 -0.86  1.615
C: 0.62 4.20 -1.57  -0.718
C: -0.53 3.89 -2.30  1.333
C: -1.18 4.88 -3.01  -1.044
C: -0.70 6.18 -3.02  -0.608
C: 0.44 6.49 -2.29  -0.622
C: 1.10 5.52 -1.57  -0.609
H: 4.92 1.12 1.04  0.131
H: 7.03 0.01 1.38  0.373
H: 9.24 -0.55 0.48  0.349
H: 10.10 0.59 -1.54  0.364
H: 8.71 2.30 -2.65  0.354
H: 6.48 2.87 -1.75  0.426
H: -0.88 2.87 -2.33  -0.001
H: -2.07 4.62 -3.57  0.432
H: -1.21 6.94 -3.58  0.405
H: 0.82 7.50 -2.30  0.374
H: 1.98 5.75 -0.98  0.487
N: -1.87 -0.54 -2.63  0.205
P: -0.34 0.16 -2.92  0.162
C: -0.81 1.09 -4.44  0.568
C: 0.08 1.36 -5.46  -0.951
C: -0.31 2.08 -6.58  -0.767
C: -1.60 2.56 -6.68  -0.626
C: -2.49 2.34 -5.64  -0.610
C: -2.10 1.63 -4.52  -0.141
C: 0.57 -1.24 -3.74  1.384
C: 1.84 -1.06 -4.27  -0.900
C: 2.52 -2.11 -4.86  -0.914
C: 1.95 -3.37 -4.91  -0.588
C: 0.70 -3.57 -4.34  -0.596
C: 0.02 -2.52 -3.76  -1.078
P: -2.32 -0.86 -1.00  -0.948
C: -4.15 -0.78 -1.11  1.145
C: -4.88 -0.31 -2.20  -0.548
C: -6.26 -0.32 -2.16  -0.633
C: -6.93 -0.77 -1.04  -0.587
C: -6.21 -1.22 0.06  -0.659
C: -4.83 -1.23 0.01  -1.091
C: -2.32 -2.70 -0.95  1.209
C: -2.82 -3.47 -2.01  -0.846
C: -2.73 -4.85 -1.96  -0.568
C: -2.19 -5.48 -0.86  -0.682
C: -1.75 -4.72 0.22  -0.600
C: -1.81 -3.34 0.16  -0.235
H: -2.25 -1.11 -3.38  0.732
H: 1.09 1.00 -5.40  0.308
H: 0.40 2.27 -7.37  0.430
H: -1.92 3.09 -7.56  0.382
H: -3.50 2.73 -5.71  0.446
H: -2.78 1.49 -3.69  0.355
H: 2.32 -0.09 -4.21  0.411
H: 3.51 -1.94 -5.26  0.424
H: 2.48 -4.20 -5.36  0.389
H: 0.25 -4.56 -4.34  0.465
H: -0.93 -2.72 -3.29  0.343
H: -4.37 0.06 -3.08  0.270
H: -6.82 0.03 -3.02  0.420
H: -8.01 -0.74 -1.00  0.375
H: -6.73 -1.58 0.93  0.443
H: -4.26 -1.59 0.86  0.648
H: -3.28 -2.98 -2.86  0.322
H: -3.09 -5.44 -2.80  0.420
H: -2.11 -6.56 -0.83  0.382
H: -1.35 -5.21 1.09  0.529
H: -1.45 -2.75 1.00  0.087
Br: 2.19 -4.97 6.83  -0.233
C: 0.77 -3.72 7.05  0.286
C: -0.35 -3.81 6.25  -0.567
C: -1.35 -2.87 6.38  -0.048
C: -1.26 -1.86 7.34  -0.098
C: -0.14 -1.83 8.19  -0.239
C: 0.89 -2.74 8.02  -0.544
N: -2.33 -1.04 7.62  -0.622
N: -3.04 -0.43 6.80  -0.426
C: -2.75 -0.16 5.49  0.497
C: -3.85 -0.13 4.62  -0.398
C: -3.71 0.06 3.26  -0.789
C: -2.45 0.30 2.67  -0.183
O: -2.29 0.43 1.41  0.163
C: -1.33 0.45 3.58  -0.829
N: -0.18 0.89 3.03  1.037
C: 0.83 1.15 3.83  -1.125
C: 0.78 0.98 5.22  -0.785
C: -0.37 0.52 5.79  -0.993
C: -1.48 0.22 4.97  1.174
H: -0.42 -4.57 5.49  0.494
H: -2.21 -2.91 5.73  0.336
H: -0.07 -1.06 8.94  0.444
H: 1.77 -2.69 8.64  0.429
H: -4.82 -0.35 5.04  0.432
H: -4.57 0.03 2.62  0.568
H: 1.72 1.55 3.37  0.291
H: 1.65 1.23 5.82  0.518
H: -0.44 0.45 6.86  0.676
O: -2.68 2.02 -0.87  -0.596
H: -2.53 2.93 -0.60  0.225
H: -3.08 1.58 -0.09  0.123
O: 2.19 0.86 -2.04  -0.336
H: 3.11 1.17 -2.08  0.157
H: 2.21 -0.03 -1.66  0.128
Cl: 0.79 -1.33 -0.51  -0.521
N: 2.29 -1.37 3.11  -0.348
C: 1.48 -2.34 2.61  0.606
N: 1.99 -3.09 1.61  -0.477
S: 0.03 -2.69 3.33  -0.242
H: 2.90 -0.89 2.47  0.107
H: 1.88 -0.80 3.83  0.170
H: 2.68 -2.64 1.02  0.217
H: 1.32 -3.64 1.10  0.200
S: -1.48 5.75 1.88  -0.501
C: -1.12 4.29 1.39  0.462
N: -0.87 3.22 0.98  -0.485

Properties
- Net charge: -1
- 2S+1: 1
- E: -7858.57860 hartree
- ΔE to the lowest compared entry with this formula, charge and spin: 39.7 kcal/mol
- Max |F|: 3.32 eV/A
- Frontier orbital gap: 6.0 eV
- E_LUMO: 1.13 eV

# 2
DFT (ωB97M-V with the def2-TZVPD basis set) results for a molecular structure, C54H49N4P2ReSiTe at a distorted geometry.

Last column: Mulliken spin population.
Cartesian coordinates (Å):
Re: 0.65 0.34 -0.70  0.584
C: -2.09 -3.01 0.28  -0.003
C: -1.74 -2.59 -1.12  0.002
C: -2.33 -3.29 -2.16  0.017
C: -2.00 -2.96 -3.47  -0.002
C: -1.11 -1.93 -3.69  0.012
C: -0.60 -1.20 -2.61  -0.020
N: -0.90 -1.58 -1.34  0.014
N: 0.18 -0.09 -2.70  0.103
Si: 0.56 0.49 -4.33  0.001
C: 1.58 2.08 -4.46  0.000
C: -1.10 0.95 -5.16  0.006
C: 1.58 -0.92 -5.14  0.005
H: -1.63 -3.98 0.49  -0.001
H: -3.16 -3.13 0.36  0.000
H: -1.75 -2.29 1.02  -0.009
H: -3.03 -4.08 -1.94  0.000
H: -2.43 -3.50 -4.29  0.000
H: -0.82 -1.70 -4.70  0.000
H: 1.15 2.88 -3.86  0.000
H: 1.56 2.41 -5.49  0.000
H: 2.62 1.95 -4.17  0.000
H: -1.44 1.93 -4.83  -0.001
H: -1.90 0.24 -4.95  -0.001
H: -0.98 1.00 -6.24  0.000
H: 1.68 -1.78 -4.49  -0.002
H: 2.59 -0.58 -5.39  0.001
H: 1.13 -1.26 -6.07  0.000
Te: -1.36 0.30 3.91  0.004
C: -3.31 -0.61 4.09  0.010
C: -3.47 -1.67 4.97  -0.001
C: -4.74 -2.22 5.12  0.001
N: -5.79 -1.81 4.44  -0.001
C: -5.63 -0.81 3.60  0.000
C: -4.42 -0.15 3.41  -0.003
C: -0.99 -0.23 1.89  0.138
P: -1.42 0.82 0.48  -0.016
C: -1.73 2.46 1.20  -0.004
C: -0.63 3.22 1.60  0.003
C: -0.82 4.38 2.33  -0.002
C: -2.11 4.80 2.64  0.001
C: -3.20 4.06 2.21  -0.003
C: -3.02 2.89 1.49  0.002
C: -2.96 0.40 -0.37  -0.029
C: -3.93 -0.45 0.15  0.006
C: -5.04 -0.76 -0.62  0.001
C: -5.19 -0.22 -1.89  0.002
C: -4.22 0.62 -2.40  -0.001
C: -3.10 0.92 -1.66  0.019
P: 0.76 -0.54 1.56  0.112
C: 1.74 -0.14 3.04  -0.029
C: 1.81 1.21 3.40  0.019
C: 2.52 1.60 4.51  0.002
C: 3.19 0.66 5.27  0.006
C: 3.17 -0.68 4.90  -0.002
C: 2.45 -1.08 3.78  0.007
C: 0.86 -2.36 1.44  -0.006
C: 1.26 -2.94 0.24  -0.002
C: 1.27 -4.31 0.10  -0.006
C: 0.87 -5.11 1.16  -0.002
C: 0.46 -4.54 2.35  0.001
C: 0.44 -3.16 2.49  0.002
H: -2.63 -2.06 5.52  0.000
H: -4.91 -3.03 5.82  0.000
H: -6.51 -0.52 3.04  0.000
H: -4.36 0.70 2.74  0.001
H: 0.36 2.89 1.31  0.019
H: 0.03 4.97 2.65  0.000
H: -2.26 5.70 3.21  0.000
H: -4.20 4.40 2.43  0.000
H: -3.87 2.31 1.15  0.000
H: -3.81 -0.87 1.13  0.001
H: -5.79 -1.44 -0.23  0.000
H: -6.07 -0.45 -2.48  0.000
H: -4.33 1.04 -3.39  0.000
H: -2.31 1.53 -2.07  -0.003
H: 1.32 1.95 2.78  0.006
H: 2.56 2.65 4.79  0.000
H: 3.75 0.96 6.15  0.000
H: 3.70 -1.41 5.47  0.000
H: 2.45 -2.12 3.50  0.001
H: 1.57 -2.32 -0.59  0.011
H: 1.58 -4.76 -0.83  0.000
H: 0.86 -6.19 1.05  0.000
H: 0.14 -5.16 3.18  0.000
H: 0.09 -2.70 3.41  -0.002
C: 0.30 4.65 -1.70  -0.033
C: 1.61 5.03 -1.94  0.044
C: 2.62 4.09 -1.86  -0.029
C: 2.33 2.76 -1.51  0.051
C: 1.01 2.37 -1.19  -0.196
C: 0.02 3.34 -1.34  0.098
C: 3.37 1.74 -1.47  0.044
C: 4.62 1.94 -2.10  -0.006
C: 5.59 0.99 -2.02  0.006
C: 5.37 -0.14 -1.20  -0.002
C: 6.36 -1.10 -0.96  -0.001
C: 6.14 -2.15 -0.10  0.000
C: 4.92 -2.23 0.58  0.005
C: 3.93 -1.30 0.36  -0.017
C: 4.10 -0.27 -0.58  0.029
N: 3.09 0.61 -0.82  0.031
H: -0.50 5.37 -1.78  -0.001
H: 1.84 6.05 -2.21  0.002
H: 3.63 4.38 -2.06  0.001
H: -1.02 3.07 -1.18  0.021
H: 4.77 2.83 -2.69  0.001
H: 6.53 1.10 -2.53  0.000
H: 7.32 -0.98 -1.43  0.000
H: 6.90 -2.88 0.08  0.001
H: 4.77 -3.00 1.32  0.000
H: 3.03 -1.31 0.95  -0.021

Properties
- Net charge: +1
- <S²>: 1.04
- 2S+1: 2
- E: -3624.49502 hartree
- Max |F|: 2.37 eV/A
- Frontier orbital gap (spin up / spin down): 5.4 / 5.1 eV
- E_LUMO (spin up / spin down): -4.01 / -4.22 eV